{"formula": "C41H43FeNO2P2Sb", "method": "ωB97M-V/def2-TZVPD", "multiplicity": 6, "gap_ha": [0.3204, 0.1946], "charge": 2, "s_squared": 8.7742, "homo_ev": [-13.5719, -13.5934], "species": ["H", "H", "H", "C", "H", "C", "Sb", "H", "H", "H", "C", "H", "C", "H", "H", "C", "H", "O", "H", "H", "C", "C", "H", "C", "H", "C", "C", "H", "H", "H", "C", "C", "C", "H", "H", "C", "O", "H", "C", "C", "C", "C", "C", "C", "C", "H", "H", "C", "C", "C", "C", "H", "H", "H", "H", "H", "C", "H", "C", "C", "C", "H", "H", "H", "C", "C", "H", "C", "C", "H", "C", "H", "H", "N", "H", "C", "H", "H", "P", "C", "H", "H", "C", "P", "Fe", "H", "C", "C", "C", "H", "C"], "xyz": [[-4.076, -5.236, -2.074], [-3.714, 3.134, 0.393], [3.323, -3.872, -0.040], [1.642, -3.307, 4.145], [-0.699, -5.121, 1.068], [2.254, 6.557, -1.016], [0.816, -2.059, -0.558], [-2.980, 7.026, -0.379], [2.313, -1.273, 4.307], [0.747, -5.034, 0.056], [-1.333, 5.690, -0.562], [-1.954, -2.492, 0.410], [4.655, -3.831, -1.725], [-4.669, 1.712, -0.078], [-0.553, 4.517, 2.909], [-0.881, -4.111, -2.377], [-2.040, -0.696, -1.796], [3.525, 2.520, -1.571], [2.254, -0.610, -4.369], [-2.092, -5.453, -3.506], [2.767, 5.290, -1.164], [1.149, -4.280, 3.296], [1.820, 2.660, 2.980], [0.060, 5.570, -0.734], [4.263, -1.900, -4.474], [-2.061, -4.808, -2.641], [-3.142, -3.860, -0.726], [0.971, -1.145, -3.267], [1.233, -4.311, -2.718], [0.951, -5.271, 3.676], [0.905, -4.026, 1.947], [0.297, -4.312, -3.275], [-2.819, 0.042, -1.608], [-3.743, -0.463, -1.331], [-4.001, -3.769, -0.080], [0.999, 1.982, 3.219], [1.464, 1.871, -1.019], [-3.929, 2.747, -1.322], [0.869, 6.739, -0.818], [-3.246, -0.617, 1.544], [2.384, 2.745, -1.250], [0.391, -5.130, 1.081], [-1.122, 8.088, -0.565], [1.647, -1.755, 2.333], [-2.394, -0.843, 3.778], [0.711, -6.095, 1.465], [0.213, -5.262, -3.799], [2.659, -2.542, -1.595], [4.910, -3.279, -2.970], [3.527, -3.451, -1.017], [0.235, 7.998, -0.723], [-1.602, 9.054, -0.504], [-2.995, 0.596, -2.535], [2.903, 7.419, -1.060], [-3.929, -0.947, 0.777], [-0.896, 0.568, 4.345], [-1.234, 3.668, 2.861], [1.850, -0.770, 1.933], [-1.551, 0.230, 3.556], [-3.801, 2.322, -0.327], [2.916, -1.929, -2.817], [1.822, -3.543, 5.181], [0.833, 8.893, -0.797], [-1.539, 3.395, 3.872], [-1.993, -3.144, -0.454], [-3.178, -4.687, -1.838], [5.322, -4.564, -1.302], [-1.528, 0.874, 2.326], [2.024, -0.848, -3.335], [0.675, 2.179, 4.242], [-3.254, -1.259, 2.773], [3.814, 5.107, -1.343], [5.793, -3.573, -3.517], [0.602, 4.336, -0.843], [-2.386, -1.340, 4.736], [1.155, -2.738, 1.486], [2.159, 0.058, -2.738], [-1.916, 4.773, -0.531], [-2.289, 1.278, -0.350], [1.908, -2.036, 3.661], [1.368, 0.960, 3.143], [-3.931, -2.083, 2.946], [-2.376, 0.438, 1.293], [-0.373, 2.272, 2.032], [-0.268, 2.422, -0.252], [-2.112, 3.957, 2.286], [-1.911, 6.927, -0.487], [4.050, -2.337, -3.510], [1.894, 4.197, -1.078], [0.342, -3.525, -4.028], [-0.873, -3.278, -1.263]], "mulliken_spin": [0.00, 0.00, 0.00, 0.01, 0.00, 0.00, 0.35, 0.00, 0.00, -0.01, 0.04, 0.00, 0.00, 0.00, 0.00, 0.03, 0.00, 0.02, 0.00, 0.00, 0.00, 0.01, 0.00, -0.04, 0.00, 0.00, 0.00, 0.02, 0.00, 0.00, 0.01, 0.00, 0.03, 0.01, 0.00, 0.02, 0.16, 0.00, 0.00, -0.01, 0.01, 0.01, 0.00, -0.04, 0.00, 0.00, 0.00, 0.10, 0.02, 0.05, 0.00, 0.00, 0.00, 0.00, 0.00, 0.00, 0.00, 0.01, 0.00, 0.00, 0.00, 0.00, 0.00, 0.00, 0.01, 0.03, 0.00, -0.04, 0.02, 0.00, 0.00, 0.00, 0.00, 0.08, 0.00, 0.16, -0.01, -0.01, 0.00, 0.00, -0.01, 0.00, 0.03, 0.04, 3.72, 0.00, 0.01, 0.00, -0.01, 0.00, 0.15]}



{"formula": "C25H100N50O25", "method": "ωB97M-V/def2-TZVPD", "de_lowest_kj_mol": 1485.2, "gap_ha": 0.2725, "charge": 0, "homo_ev": -7.9973, "species": ["O", "O", "H", "H", "C", "H", "H", "N", "N", "N", "H", "H", "H", "H", "C", "C", "H", "H", "H", "O", "N", "C", "H", "H", "O", "N", "H", "H", "C", "C", "H", "C", "N", "O", "O", "O", "N", "N", "N", "N", "O", "H", "N", "N", "C", "H", "H", "H", "C", "H", "C", "H", "C", "C", "H", "H", "N", "H", "N", "H", "N", "H", "H", "H", "H", "H", "H", "N", "N", "H", "H", "H", "N", "H", "C", "O", "O", "H", "N", "H", "H", "C", "N", "N", "N", "N", "N", "H", "O", "H", "O", "H", "H", "H", "H", "H", "H", "H", "O", "H", "H", "N", "H", "H", "N", "O", "H", "N", "H", "H", "O", "H", "H", "N", "H", "N", "H", "H", "N", "O", "H", "N", "N", "H", "O", "H", "C", "N", "H", "H", "H", "N", "N", "H", "C", "N", "N", "H", "H", "O", "O", "H", "H", "C", "C", "C", "H", "H", "H", "H", "N", "H", "C", "N", "O", "N", "H", "N", "C", "H", "H", "H", "O", "H", "H", "N", "N", "C", "N", "H", "H", "H", "H", "N", "H", "H", "N", "H", "N", "H", "O", "N", "H", "O", "H", "N", "C", "C", "O", "H", "C", "O", "H", "H", "H", "N", "H", "H", "H", "H"], "xyz": [[5.334, 0.847, 3.940], [4.627, -4.421, -0.558], [2.242, -3.916, -7.569], [-6.104, -3.265, 1.757], [-5.418, 1.232, -0.584], [-0.064, -6.083, 1.239], [-0.776, 0.996, 4.755], [0.725, 2.821, -4.343], [-0.620, -6.820, -4.735], [2.898, -3.548, -6.895], [-1.267, 5.718, 5.496], [-2.876, -4.120, 1.726], [0.353, -6.712, -4.487], [-2.639, -5.089, -1.856], [-2.724, 3.509, -3.487], [-2.247, -0.947, -4.386], [4.198, 4.498, -4.589], [4.720, 5.172, 2.365], [-2.511, -2.777, -3.971], [3.359, -3.112, -4.865], [1.253, -3.523, -5.554], [3.936, -5.062, -1.274], [-4.694, -0.081, 0.701], [0.744, -3.808, -6.379], [0.654, -1.477, -1.039], [-0.208, 3.592, 5.674], [5.141, 1.757, -0.075], [0.962, 3.754, -4.039], [5.170, 3.588, -0.723], [2.766, 5.144, 2.448], [-2.950, -4.932, -5.304], [-6.276, -2.920, -1.450], [3.951, 3.530, -4.440], [-2.963, 4.989, 4.825], [-2.413, 3.141, 0.777], [5.102, -0.762, -2.343], [1.802, -1.821, 3.354], [3.044, -5.935, -0.879], [-6.708, -4.157, -1.567], [0.511, 0.404, 0.211], [1.668, 5.226, 1.994], [3.857, 0.713, 5.464], [0.766, 0.717, -3.934], [3.886, 5.285, 1.807], [0.484, 4.670, 5.951], [-2.647, -6.594, -5.778], [-3.574, 1.227, 0.349], [0.414, 2.547, -5.264], [-1.080, -3.236, 5.564], [-1.071, -0.747, -5.925], [0.105, -0.771, -0.145], [-4.113, 0.387, 4.507], [3.971, -0.998, -1.827], [-4.106, -6.244, -2.472], [-2.365, -2.678, 2.507], [-3.503, 3.006, 3.627], [5.467, 2.513, 2.560], [0.793, -3.460, -4.657], [6.839, 2.401, 4.104], [2.180, -1.658, -1.950], [6.346, 3.589, -0.212], [6.855, 4.421, 0.050], [-3.480, -1.676, -2.988], [-2.250, -6.832, -2.343], [-2.940, 5.476, -3.091], [-1.426, -0.612, 1.180], [3.883, 5.428, 0.807], [3.506, -1.842, 2.055], [-2.874, -1.855, -3.776], [-2.546, 4.530, -1.684], [-4.132, -4.290, -2.135], [-2.317, 1.508, -3.259], [0.282, 6.323, -2.763], [4.419, 0.484, -4.988], [2.472, -2.521, 2.462], [-2.796, 3.562, -4.693], [-0.829, -4.758, -4.089], [-0.263, 6.377, -1.915], [4.021, 1.326, -4.597], [-1.554, -1.913, 0.030], [2.392, -1.200, 3.889], [-0.228, -5.226, -0.543], [-5.035, 2.360, -1.116], [-7.031, -2.163, -0.745], [-0.281, 5.731, 5.714], [3.038, 5.111, 3.722], [-0.374, 3.873, 0.200], [-7.739, -2.585, -0.162], [1.620, 4.650, 6.250], [-5.245, 2.906, 4.072], [-5.284, -2.574, -2.064], [2.758, -0.184, 6.384], [-2.425, 0.721, 5.496], [3.446, 2.087, 4.074], [-1.110, -5.037, 6.195], [-5.646, 2.675, -1.855], [-1.158, 3.825, 5.422], [4.731, 2.269, 1.913], [2.239, 5.621, -3.531], [0.902, -2.211, 3.597], [-0.148, 6.251, -3.675], [2.921, 0.341, 5.537], [-1.597, -3.879, 7.455], [-0.236, 4.921, 2.164], [-1.298, -4.097, 6.515], [-6.443, 0.695, -0.914], [2.284, 5.072, 4.393], [-3.169, -7.108, -2.660], [-5.028, 5.775, 5.896], [-3.248, -7.901, -3.281], [-2.387, 0.187, -4.154], [-4.412, 3.031, -0.690], [3.161, -5.641, -2.959], [-1.794, -2.146, 5.930], [4.193, -0.504, 0.043], [3.897, -5.097, -2.530], [3.884, -2.215, 1.196], [3.082, 3.356, -3.955], [2.447, 1.985, 4.178], [-1.609, 0.628, 2.550], [3.798, -0.969, 2.473], [-1.069, -1.094, 0.367], [-1.733, 0.674, 4.762], [-4.808, -4.486, 1.995], [5.559, 2.708, -5.620], [4.571, -4.616, -3.107], [0.935, 1.944, -3.463], [-2.329, -5.726, -5.371], [-2.604, 2.657, -1.860], [3.106, 1.295, -4.170], [0.161, 0.739, 1.097], [-4.332, 3.338, 4.099], [3.480, -0.584, -0.668], [2.705, 5.379, -1.057], [2.569, -3.439, -5.692], [1.884, 5.876, -1.370], [-3.097, -3.182, 2.028], [0.105, 6.621, 5.998], [0.785, -3.576, -0.677], [-4.471, -1.451, 1.870], [1.191, 2.159, -2.367], [0.163, 2.677, 5.462], [7.296, 3.258, 3.827], [-4.073, 4.484, 4.738], [-1.383, 3.753, 0.995], [-2.228, 0.539, 3.589], [-7.167, -4.458, -0.720], [-6.034, 4.512, 5.228], [3.973, 5.412, 3.954], [2.540, -0.897, -0.469], [-2.511, 2.403, -2.833], [-0.196, 3.361, -0.652], [1.501, 5.909, -2.662], [-3.565, 0.308, 3.662], [4.538, 4.623, -1.054], [0.312, -4.261, -1.249], [-0.914, -7.607, -5.296], [0.103, -5.231, 0.724], [5.891, 1.794, 3.516], [0.169, -4.283, -2.248], [-2.296, -2.112, 6.806], [0.617, -4.508, 1.209], [-5.254, -6.436, -2.787], [0.701, 0.031, -3.196], [-1.652, 4.346, 2.894], [-4.475, 0.786, 0.231], [4.727, 2.405, -0.730], [-4.194, -2.631, 1.796], [-1.597, -1.455, -5.434], [1.803, 2.690, 3.848], [-6.800, -1.181, -0.712], [0.340, 4.400, 0.683], [6.891, 2.073, 5.058], [3.073, -1.719, -2.419], [0.488, 0.401, -4.852], [3.886, -3.689, -7.052], [-2.727, 4.580, -2.677], [-6.312, -4.888, -2.140], [-1.159, 4.532, 2.032], [6.698, 2.687, 0.075], [-0.581, -3.462, 4.479], [-5.117, 4.897, 5.405], [2.745, -5.940, 0.086], [1.931, -3.445, 1.896], [-3.965, -0.118, 2.838], [-3.623, -5.159, -2.070], [-1.256, -5.701, -4.651], [1.994, 1.051, 4.922], [0.793, 1.077, 5.136], [6.140, 3.255, 2.433], [4.606, 2.530, -4.936], [-0.928, -6.082, -1.048], [3.264, -2.349, -3.185], [-1.673, -2.438, -5.657], [2.482, -6.360, -1.602], [-5.138, -3.559, 1.764], [3.744, 2.536, -0.924], [1.192, 6.036, -0.652], [1.160, 0.967, -0.320], [-1.804, -1.347, 5.313]], "lowdin_charge": [0.07, 0.07, 0.12, 0.11, -0.75, 0.12, 0.05, 0.23, 0.19, 0.18, 0.06, 0.13, 0.12, 0.08, -0.78, -0.80, 0.11, 0.10, 0.08, 0.06, 0.19, -0.84, 0.05, 0.10, -0.06, 0.19, 0.10, 0.10, -0.77, -0.76, 0.13, -0.78, 0.17, 0.00, 0.01, -0.03, 0.19, 0.16, 0.18, 0.21, 0.05, 0.09, 0.20, 0.19, -0.80, 0.12, 0.08, 0.14, -0.72, 0.11, -0.67, 0.10, -0.72, -0.83, 0.12, 0.09, 0.19, 0.09, 0.19, 0.04, 0.17, 0.13, 0.10, 0.06, 0.10, 0.05, 0.09, 0.19, 0.22, 0.07, 0.08, 0.04, 0.18, 0.10, -0.73, 0.02, 0.04, 0.10, 0.18, 0.11, 0.07, -0.77, 0.17, 0.19, 0.17, 0.19, 0.20, 0.12, 0.05, 0.12, 0.01, 0.13, 0.12, 0.08, 0.12, 0.12, 0.07, 0.12, 0.07, 0.08, 0.12, 0.19, 0.12, 0.06, 0.15, 0.04, 0.08, 0.17, 0.12, 0.12, 0.09, 0.08, 0.11, 0.16, 0.08, 0.18, 0.10, 0.06, 0.22, 0.03, 0.10, 0.21, 0.17, 0.11, 0.04, 0.12, -0.91, 0.20, 0.06, 0.05, 0.09, 0.19, 0.15, 0.05, -0.81, 0.17, 0.21, 0.11, 0.08, 0.00, 0.09, 0.05, 0.13, -0.71, -0.76, -0.74, 0.10, 0.12, 0.12, 0.05, 0.19, 0.10, -0.79, 0.17, -0.02, 0.21, 0.12, 0.19, -0.86, 0.08, 0.10, 0.05, 0.02, 0.10, 0.08, 0.20, 0.21, -0.74, 0.17, 0.12, 0.07, 0.06, 0.14, 0.19, 0.10, 0.14, 0.15, 0.06, 0.19, 0.11, 0.04, 0.17, 0.11, 0.03, 0.04, 0.21, -0.85, -0.72, -0.02, 0.10, -0.76, -0.01, 0.06, 0.09, 0.10, 0.18, 0.13, 0.07, 0.09, 0.06]}



Number 1: M 821.4 g/mol, electronic energy -108289.6786 eV. Number 2: M 1501.4 g/mol, electronic energy -153257.2372 eV.